Entry 1:
15
Properties=species:S:1:pos:R:3:forces:R:3:lowdin_charge:R:1 method="wB97M-V/def2-TZVPD" multiplicity=1 lumo_ev="0.508 / 0.508" orbital_gap_ha="0.3204 / 0.3204" charge=0
C -1.809171 -0.694047 0.801290 -0.3 0.3 -0.2 -0.075
C 0.708835 -1.041203 0.334634 -1.5 -0.1 0.5 -0.126
C -0.456575 -0.623470 0.235560 1.6 -1.1 0.6 -0.142
N 1.948929 -1.445419 0.520518 0.3 0.1 -0.4 0.120
C -0.290333 1.023512 -0.930463 1.0 1.2 -1.3 -0.374
N -1.023071 1.952578 -0.403836 0.0 0.3 -0.9 0.042
C 1.234111 1.080434 -0.964193 -0.5 1.0 0.1 -0.202
N 2.374976 1.254374 -0.932431 -0.5 -0.3 -0.1 0.134
H 2.611680 -0.727118 0.797663 -0.1 -0.1 0.0 0.105
H 2.317703 -2.108108 -0.150573 0.0 0.1 0.1 0.116
H -0.530368 2.824478 -0.219205 0.3 -0.5 0.9 0.049
H -0.614370 0.569344 -1.874491 -0.3 -0.8 0.7 0.121
H -2.191358 0.327466 0.888012 0.0 0.0 0.0 0.065
H -2.467520 -1.227718 0.114010 0.0 -0.1 0.1 0.086
H -1.813469 -1.165102 1.783504 0.0 -0.1 -0.1 0.081



Entry 2:
15
Properties=species:S:1:pos:R:3:forces:R:3:lowdin_charge:R:1 method="wB97M-V/def2-TZVPD" multiplicity=1 smiles="[H]/N=C1/N/C(=N/[H])[C@@H]2C[C@H]12" lumo_ev=0.767 orbital_gap_ha=0.3594 charge=0
H 2.666185 -0.480478 -1.517203 -1.0 2.7 -0.9 0.102
N 2.192547 0.535316 -1.442751 0.7 -5.0 1.0 0.090
C 1.120556 0.224767 -0.798192 -1.5 3.5 0.6 -0.334
N 0.514679 1.343215 -0.091566 -0.7 -7.5 -0.6 0.129
C -0.704503 0.978880 0.519576 1.8 1.7 -2.9 -0.467
N -1.299298 1.923588 1.049036 -3.7 0.0 2.7 0.132
H -2.190050 1.493249 1.437506 0.9 1.1 -0.4 0.080
C -1.116244 -0.395778 0.080496 -1.8 0.4 0.4 -0.143
C -0.114331 -1.345556 0.780750 0.1 -2.3 3.6 -0.082
C 0.106989 -0.906386 -0.571769 2.1 1.6 -1.6 -0.240
H 0.922098 2.151331 -0.341819 1.1 3.9 -0.1 0.087
H -2.270391 -0.407370 -0.345825 3.3 -0.7 1.3 0.207
H -0.096424 -2.485519 0.687784 -1.0 1.6 1.1 0.125
H 0.379140 -0.951399 1.818837 -1.0 -0.8 -3.1 0.179
H -0.110953 -1.677860 -1.264860 0.7 -0.4 -0.9 0.135



Entry 3:
15
Properties=species:S:1:pos:R:3:forces:R:3:lowdin_charge:R:1 method="wB97M-V/def2-TZVPD" multiplicity=1 lumo_ev=0.374 orbital_gap_ha=0.3669 charge=0
C -1.473523 -1.661353 -0.443590 -1.5 -3.3 0.9 -0.090
C -0.455705 -1.177343 0.623901 2.8 -0.7 -1.1 -0.288
C -0.248061 0.293702 0.853088 0.0 2.3 -0.6 -0.210
C -1.250917 1.269783 0.325373 -2.7 5.2 -8.2 -0.157
C 2.441909 0.678267 -0.171191 3.4 1.7 0.4 -0.072
H -0.753177 -2.491680 -1.075948 -2.4 3.0 1.0 0.141
H -2.501456 -2.473419 -0.086276 3.3 2.9 -0.6 0.149
H -1.923957 -0.660041 -0.808376 0.8 -2.3 -0.6 0.064
H 0.138163 -1.864636 1.228801 -1.0 -0.1 0.6 0.132
H 0.285521 1.024724 1.613789 -0.4 -2.9 -0.8 0.162
H 3.614628 0.691755 -0.412006 -2.9 0.3 0.8 0.117
H 1.870038 1.536636 0.233638 0.6 0.0 -0.6 0.070
N -1.726413 2.058940 -0.555938 3.3 -6.1 7.5 0.118
N 0.563474 -0.513407 -0.277514 -3.0 2.9 1.5 -0.072
N 1.904086 -0.428630 -0.283563 -0.3 -2.8 -0.2 -0.064



Entry 4:
15
Properties=species:S:1:pos:R:3:forces:R:3:lowdin_charge:R:1 method="wB97M-V/def2-TZVPD" multiplicity=1 lumo_ev=0.595 orbital_gap_ha=0.3274 charge=0
C 2.303860 0.567140 -0.102011 3.8 2.2 -1.3 -0.210
N 2.303529 -0.825181 0.121133 -3.1 -1.9 0.1 -0.124
N 1.203154 -1.428855 0.188085 -0.5 -0.1 -1.7 0.027
C -0.081186 -0.736081 -0.173738 -0.8 -2.5 1.3 -0.245
C -0.328348 0.621071 0.027397 -3.3 2.0 -0.7 -0.096
C -1.766467 0.753399 0.091540 3.1 3.3 0.4 -0.172
N -2.390866 -0.382611 0.011222 1.4 -2.7 -0.3 -0.004
C -1.364159 -1.421898 -0.232726 -1.4 1.5 1.8 -0.001
H 3.485741 0.630396 -0.704825 -3.5 0.7 2.3 0.149
H 2.301795 0.763876 1.105883 0.3 1.1 -3.0 0.151
H 1.450044 1.172826 -0.761413 3.9 -2.3 1.2 0.088
H 0.426265 1.423987 -0.144469 -2.8 -0.6 1.4 0.045
H -2.345115 1.667688 0.218091 0.3 -0.1 0.0 0.113
H -3.339701 -0.399682 0.442316 1.1 -1.0 -1.1 0.172
H -1.858539 -2.406075 -0.086485 1.6 0.5 -0.4 0.105



Entry 5:
15
Properties=species:S:1:pos:R:3:forces:R:3:lowdin_charge:R:1 method="wB97M-V/def2-TZVPD" multiplicity=1 smiles="N/N=C1/C=CC(N)=C1" lumo_ev=0.274 orbital_gap_ha=0.3054 charge=0
N 0.824846 -2.750889 -1.032040 -0.8 0.5 0.7 0.002
N 0.002418 -1.696449 -1.381261 -0.6 -0.3 -0.5 -0.009
C -0.114483 -0.580632 -0.719226 0.9 -1.3 -2.6 -0.355
C -0.895033 0.516767 -1.367636 -1.4 0.7 2.3 -0.029
C -0.977209 1.496315 -0.400262 1.9 0.9 -1.2 -0.034
C 0.002069 1.104834 0.724578 -1.6 2.0 1.9 -0.309
N -0.061643 1.807890 2.007677 2.9 -0.9 1.4 0.037
C 0.539048 -0.098629 0.478725 0.4 -1.6 0.3 -0.041
H 0.437454 -3.708422 -1.291766 0.6 2.2 0.6 0.117
H 1.128535 -2.619060 -0.063061 0.1 -1.0 -0.3 0.063
H -1.516353 0.458436 -2.285349 0.9 -0.1 0.7 0.113
H -1.290771 2.586979 -0.578922 0.1 -2.0 0.6 0.119
H 0.678272 1.453288 2.773138 -2.2 0.6 -2.6 0.135
H 0.026962 2.839956 2.114460 -0.3 -1.1 -1.2 0.078
H 1.215888 -0.810384 1.020945 -0.8 1.4 -0.1 0.113



Entry 6:
15
Properties=species:S:1:pos:R:3:forces:R:3:lowdin_charge:R:1 method="wB97M-V/def2-TZVPD" multiplicity=1 smiles=C[C@H](N)C(C#N)C#N lumo_ev=0.536 orbital_gap_ha=0.3722 charge=0
C 0.876312 -1.038946 0.515543 -0.6 1.5 1.2 -0.050
C -0.478306 -0.716600 -0.091227 2.1 2.7 1.9 -0.336
N -0.752900 -1.122735 -1.348162 -0.1 -0.4 -0.5 0.085
C -0.515874 1.131928 0.047731 0.7 -2.7 1.6 -0.202
C 0.602847 1.585882 -0.656564 2.3 0.7 -2.8 -0.256
N 1.551711 1.826399 -1.283474 -1.2 -0.3 0.9 0.181
C -0.390613 1.618350 1.394176 -0.7 -0.4 0.2 -0.236
N -0.421896 2.018512 2.463646 0.2 0.2 0.8 0.171
H 1.566421 -0.760028 -0.193424 2.1 0.1 -1.6 0.044
H 1.179818 -0.487050 1.423024 -0.8 0.8 -0.5 0.097
H 1.071647 -1.967229 0.943854 -0.3 -2.4 -0.4 0.063
H -1.175445 -0.968227 0.603662 -2.5 -0.6 1.7 0.103
H -1.663353 -1.532811 -1.565642 1.0 0.5 -0.4 0.120
H 0.019223 -0.934526 -1.963846 -0.6 -0.5 -0.9 0.103
H -1.469593 1.347081 -0.289298 -1.7 0.7 -1.2 0.114



Listing relative energy (zero: lowest compared OMol25 entry of this formula, charge and spin) for the structures above in their given order: 116.5 89.9 180.3 151.8 84.5 66.1 kcal/mol.
Listing max |F| for the structures above in their given order: 0.0394 0.1467 0.1995 0.0914 0.0676 0.0751 Eh/bohr.
Listing E_tot for the structures above in their given order: -358.83278 -358.87509 -358.73099 -358.77640 -358.88369 -358.91306 Ha.